<one>
Cl2H2O2P2 | the ωB97M-V functional and the def2-TZVPD basis

Each atom is followed by the atoms it is bonded to, with distances in Å.
Positions of all 8 atoms, in Å:
1 O -1.4620 0.3785 0.8835  P2 1.442
2 P -0.0467 0.4437 0.6137  O1 1.442, Cl3 1.986, H4 1.442, H5 1.402
3 Cl 0.9350 0.4502 2.3402  P2 1.986
4 H 0.4179 1.4675 -0.2889  P2 1.442
5 H 0.6417 -0.7225 0.2505  P2 1.402
6 O -1.5360 -0.5382 -1.6212  P7 1.455
7 P -2.7318 0.2009 -1.2450  O6 1.455, Cl8 2.031
8 Cl -2.4233 2.1094 -1.8681  P7 2.031

Output
**2S+1**: 1
**SMILES**: O=[PH2]Cl.O=PCl

These are the Mulliken partial charges, in e, on atoms 1 to 6:
1. O -0.515
2. P 0.580
3. Cl -0.207
4. H 0.132
5. H 0.087
6. O -0.454


<two>
Cl2H2O2P2 | the ωB97M-V functional and the def2-TZVPD basis

Each atom is followed by the atoms it is bonded to, with distances in Å.
Positions of all 8 atoms, in Å:
1 O 1.4371 -0.0163 1.3219  P3 1.427
2 O -0.6189 1.3357 1.1064  P3 1.624, P4 1.612
3 P 0.3159 0.1761 0.4605  O1 1.427, O2 1.624, P4 2.671, H7 1.338, H8 1.508
4 P 0.2098 2.2391 2.1531  O2 1.612, P3 2.671, Cl5 1.993, Cl6 2.049
5 Cl -1.1661 3.6710 2.3241  P4 1.993
6 Cl 1.4713 3.1314 0.8078  P4 2.049
7 H 0.6741 0.8365 -0.6466  P3 1.338
8 H -0.6500 -0.9315 0.1243  P3 1.508

Output
**2S+1**: 1

These are the Mulliken partial charges, in e, on atoms 1 to 6:
1. O -0.508
2. O -0.195
3. P 0.457
4. P 0.471
5. Cl -0.188
6. Cl -0.204


Which structure loses on stability? <one> does.


<one>
C3H10NS | the ωB97M-V functional and the def2-TZVPD basis

Each atom is followed by the atoms it is bonded to, with distances in Å.
Positions of all 15 atoms, in Å:
1 C 2.5145 -0.1584 -0.8642  S2 1.834, H3 1.099, H4 1.092, H5 1.088
2 S 2.4099 0.3805 0.8861  C1 1.834
3 H 1.5579 -0.5979 -1.1798  C1 1.099
4 H 3.3133 -0.8947 -0.9778  C1 1.092
5 H 2.6802 0.6464 -1.5779  C1 1.088
6 C -1.5005 -1.0002 0.0151  C7 1.518, H9 1.089, H10 1.091, H11 1.090
7 C -1.4956 0.3075 0.7867  C6 1.518, N8 1.462, H12 1.092, H13 1.098
8 N -0.7786 1.3516 0.0556  C7 1.462, H14 1.032, H15 1.020
9 H -1.8967 -0.8449 -0.9876  C6 1.089
10 H -2.1282 -1.7414 0.5118  C6 1.091
11 H -0.5105 -1.4449 -0.0874  C6 1.090
12 H -1.0478 0.0965 1.7604  C7 1.092
13 H -2.5363 0.6302 0.9214  C7 1.098
14 H 0.2184 1.0881 0.0889  N8 1.032
15 H -0.8001 2.1814 0.6485  N8 1.020

Output
**Total charge**: -1
**2S+1**: 1

These are the Mulliken partial charges, in e, on atoms 1 to 6:
1. C -0.756
2. S -0.695
3. H 0.128
4. H 0.254
5. H 0.237
6. C -1.074


<two>
C3H10NS | the ωB97M-V functional and the def2-TZVPD basis

Each atom is followed by the atoms it is bonded to, with distances in Å.
Positions of all 15 atoms, in Å:
1 C 0.4108 3.0768 0.2578  S2 1.841, H3 1.088, H4 1.092, H5 1.091
2 S -1.1581 2.2004 0.6594  C1 1.841
3 H 0.2890 4.0745 0.6746  C1 1.088
4 H 1.2587 2.6470 0.7962  C1 1.092
5 H 0.6529 3.2007 -0.7986  C1 1.091
6 C -0.9702 -1.4923 0.6845  N7 1.433, H9 1.100, H10 1.094, H11 1.098
7 N 0.3884 -1.3165 0.2638  C6 1.433, C8 1.455, H12 1.009
8 C 0.6200 -1.7310 -1.1120  N7 1.455, H13 1.076, H14 1.083, H15 1.075
9 H -1.5773 -0.5844 0.5528  C6 1.100
10 H -1.4633 -2.3060 0.1453  C6 1.094
11 H -1.1095 -1.7209 1.7496  C6 1.098
12 H 0.7291 -0.3798 0.4212  N7 1.009
13 H 1.6753 -1.7790 -1.3187  C8 1.076
14 H -0.0055 -1.1492 -1.7771  C8 1.083
15 H 0.2599 -2.7402 -1.1989  C8 1.075

Output
**Total charge**: -1
**2S+1**: 1

These are the Mulliken partial charges, in e, on atoms 1 to 6:
1. C -0.846
2. S -0.698
3. H 0.237
4. H 0.192
5. H 0.205
6. C -0.774


Which structure loses on stability? <two> does.


<one>
CH2ClNO2 | the ωB97M-V functional and the def2-TZVPD basis

Each atom is followed by the atoms it is bonded to, with distances in Å.
Positions of all 7 atoms, in Å:
1 C -0.9252 0.0830 0.0079  O3 1.356, Cl5 1.960, H6 1.088, H7 1.173
2 N 2.7444 -1.1465 0.0421  O4 1.113
3 O 0.3097 -0.0812 0.5432  C1 1.356
4 O 1.9907 -0.4892 -0.4471  N2 1.113
5 Cl -1.2209 2.0126 0.1840  C1 1.960
6 H -1.0938 -0.1386 -1.0435  C1 1.088
7 H -1.8050 -0.2401 0.7134  C1 1.173

Output
**2S+1**: 1

These are the Mulliken partial charges, in e, on atoms 1 to 6:
1. C -0.128
2. N 0.272
3. O -0.381
4. O 0.013
5. Cl -0.290
6. H 0.282


<two>
CH2ClNO2 | the ωB97M-V functional and the def2-TZVPD basis

Each atom is followed by the atoms it is bonded to, with distances in Å.
Positions of all 7 atoms, in Å:
1 C 0.8996 -0.3894 -0.2778  N2 1.421, Cl5 1.681, H6 1.080
2 N 1.5615 0.0009 0.9181  C1 1.421, O3 1.211, O4 1.218
3 O 2.3215 0.9429 0.8905  N2 1.211
4 O 1.2971 -0.6792 1.8935  N2 1.218
5 Cl 1.6112 0.0270 -1.7424  C1 1.681
6 H 0.2569 -1.2549 -0.2173  C1 1.080
7 H -0.7306 1.3509 -0.0180  no bonds

Output
**2S+1**: 1

These are the Mulliken partial charges, in e, on atoms 1 to 6:
1. C -0.331
2. N 0.928
3. O -0.522
4. O -0.537
5. Cl -0.041
6. H 0.429


Which structure loses on stability? <two> does.